(1)
C8H23B3N2O7S3 | ωB97M-V/def2-TZVPD

Calculated values
F_max = 0.079 hartree/bohr
DFT total energy = -2224.04749 Eh
M = 387.9 g mol⁻¹

Last column: Mulliken charge in e.
Geometry (Å):
N: -2.0003 4.2123 -1.1776  -0.412
C: -2.8113 3.4790 -0.8768  0.391
O: -3.5538 2.5826 -0.2300  -0.391
B: -2.6697 1.5485 0.2329  0.805
O: -1.8171 1.7216 1.3342  -0.339
B: -0.4761 1.4858 0.8812  0.630
O: -0.1719 0.4966 -0.0917  -0.413
B: -1.2294 0.3765 -1.0044  0.174
C: -1.1124 0.3810 -2.5977  -0.646
N: 0.1860 -0.1712 -3.0646  -0.356
O: -2.5453 0.2896 -0.4147  -0.249
H: 0.4139 2.0920 1.3343  -0.114
H: -1.2770 1.4469 -2.9186  0.339
H: -2.0031 -0.1806 -2.9826  0.312
H: -0.0337 -1.0941 -3.4386  0.221
H: 0.5867 0.4042 -3.8027  0.208
C: -6.6933 0.0062 0.4472  -1.009
S: -5.5966 -1.3961 0.7280  0.683
O: -5.7064 -2.2900 -0.4550  -0.658
C: -6.5757 -2.1394 2.0463  -1.008
H: -6.2938 0.5935 -0.3788  0.289
H: -7.6924 -0.3490 0.1912  0.393
H: -6.7317 0.6237 1.3458  0.342
H: -7.5809 -2.3584 1.6840  0.329
H: -6.6216 -1.4558 2.8952  0.336
H: -6.0902 -3.0649 2.3530  0.304
C: 4.5867 0.7374 2.1375  -0.974
S: 2.9281 0.1181 2.4734  0.564
O: 1.9619 1.1291 1.9530  -0.674
C: 3.0123 0.3246 4.2613  -1.028
H: 4.7413 0.7358 1.0600  0.199
H: 4.6868 1.7548 2.5174  0.370
H: 5.3214 0.0842 2.6102  0.392
H: 3.2135 1.3684 4.5054  0.287
H: 3.7980 -0.3153 4.6648  0.381
H: 2.0531 0.0308 4.6854  0.335
C: 5.9278 -1.1956 -3.2514  -0.980
S: 4.2663 -1.7969 -2.8938  0.434
O: 3.3075 -0.7864 -3.4065  -0.552
C: 4.3698 -1.5782 -1.1081  -0.763
H: 6.0710 -1.2064 -4.3310  0.320
H: 6.0416 -0.1764 -2.8797  0.304
H: 6.6616 -1.8524 -2.7821  0.369
H: 4.5822 -0.5342 -0.8755  0.069
H: 5.1544 -2.2220 -0.7073  0.441
H: 3.4119 -1.8599 -0.6724  0.346

(2)
C4H12NO2 | ωB97M-V/def2-TZVPD

Calculated values
F_max = 0.129 hartree/bohr
Charge = +1
DFT total energy = -364.49465 Eh
M = 106.1 g mol⁻¹
Relative energy (zero: lowest compared OMol25 entry of this formula, charge and spin) = 369.07 kJ/mol

Last column: Mulliken charge in e.
Geometry (Å):
C: -1.5978 -0.7953 -0.8620  -0.883
C: 2.0657 0.1363 -0.4593  -0.916
C: -0.3753 0.2355 -1.0814  -0.551
C: -0.4506 0.5715 2.0543  0.004
N: 0.7690 -0.5364 -0.2060  -0.216
O: -0.8877 -0.3914 2.8283  -0.328
O: -0.8985 1.7352 2.0104  -0.245
H: -1.2618 -1.8423 -0.5310  0.267
H: -2.1032 -0.9041 -1.7752  0.362
H: -2.2817 -0.4164 -0.0281  0.224
H: 2.4885 -0.1327 -1.4149  0.393
H: 1.9747 1.2805 -0.5148  0.315
H: 2.7871 -0.0049 0.2981  0.363
H: -0.0669 0.3991 -2.0656  0.515
H: -0.6795 1.0275 -0.4739  0.355
H: 0.7559 -1.5779 -0.3754  0.356
H: 0.3748 -0.2243 0.8887  0.371
H: -1.7406 -0.1374 3.3172  0.294
H: -1.5275 2.0183 2.6690  0.320

(3)
C16H34Br10NO4S2 | ωB97M-V/def2-TZVPD

Calculated values
F_max = 0.160 hartree/bohr
Charge = -1
DFT total energy = -27522.09919 Eh
M = 1167.6 g mol⁻¹

Last column: Mulliken charge in e.
Geometry (Å):
C: 2.8202 -0.1818 -1.7322  -0.478
C: 2.8714 0.6646 -3.1204  -0.310
C: 4.2246 1.5013 -3.3122  -0.448
C: 4.1897 3.0083 -2.7622  -0.817
C: 2.9424 3.3662 -1.8282  0.359
C: 1.6485 3.8857 -2.6215  -1.118
S: 0.0642 3.1253 -2.0067  1.174
O: 0.2855 1.9770 -1.0539  -0.645
O: -0.7867 4.1488 -1.2708  -0.731
N: -0.7587 2.4669 -3.4080  -0.483
S: -1.9479 1.3105 -2.9598  0.539
O: -2.8254 1.7479 -1.7784  -0.453
O: -1.3589 -0.0393 -2.6234  -0.547
H: 3.8604 -0.6170 -1.5488  0.117
H: 2.3873 0.4110 -0.8669  0.054
H: 2.1007 -1.0486 -1.9499  0.216
H: 1.9121 1.2545 -3.2832  -0.027
H: 2.8782 -0.1449 -3.9425  0.448
H: 5.0601 0.9190 -2.8082  0.286
H: 4.4192 1.5642 -4.4389  0.263
H: 5.1271 3.1338 -2.1006  0.267
H: 4.2784 3.8101 -3.5678  0.393
H: 3.2785 4.2522 -1.1705  0.477
H: 2.7378 2.5115 -1.1103  -0.428
H: 1.6073 5.0198 -2.6808  0.400
H: 1.7649 3.5126 -3.7053  0.418
H: -2.7815 1.1000 -4.0679  0.112
Br: 2.5202 2.1062 1.7913  -0.083
C: 4.4455 2.1701 2.0848  -0.625
C: 5.2017 1.7281 0.8565  -0.105
Br: 5.1578 -0.2101 0.6577  -0.119
H: 4.6547 1.5595 2.9624  0.391
H: 4.6634 3.2147 2.3137  0.342
H: 6.2597 1.9800 0.9451  0.426
H: 4.8086 2.1510 -0.0680  -0.221
Br: -2.9923 -4.6705 -3.4362  -0.179
C: -3.0735 -3.9658 -1.6200  -0.506
C: -1.8680 -3.1167 -1.3059  -0.239
Br: -0.2990 -4.2206 -0.9524  -0.172
H: -3.1855 -4.8196 -0.9526  0.358
H: -3.9836 -3.3649 -1.5899  0.372
H: -2.0268 -2.5485 -0.3888  0.085
H: -1.5999 -2.4304 -2.1093  0.320
Br: -3.0929 3.6496 -2.6182  0.057
C: -4.7922 4.5558 -2.9888  -0.721
C: -4.7025 6.0423 -2.7298  -0.572
Br: -4.7585 6.4341 -0.8192  -0.186
H: -5.5527 4.0597 -2.3853  0.334
H: -4.9907 4.3650 -4.0463  0.334
H: -5.5674 6.5629 -3.1498  0.355
H: -3.7904 6.4919 -3.1191  0.320
Br: -4.7910 -4.3820 1.9170  -0.138
C: -3.4369 -3.1214 2.5329  -0.313
C: -2.3326 -3.8251 3.2802  -0.564
Br: -2.8964 -4.3116 5.0828  -0.162
H: -3.9511 -2.3691 3.1294  0.390
H: -3.0491 -2.6560 1.6258  0.038
H: -1.4793 -3.1602 3.4199  0.390
H: -1.9976 -4.7407 2.7943  0.372
Br: -0.3857 -8.6377 8.1337  -0.141
C: -1.1315 -6.9922 8.8652  -0.554
C: -1.0296 -5.8571 7.8773  -0.550
Br: 0.7872 -5.1560 7.7905  -0.125
H: -0.6116 -6.7964 9.8022  0.379
H: -2.1766 -7.2240 9.0761  0.350
H: -1.6436 -5.0137 8.1965  0.325
H: -1.3095 -6.1403 6.8637  0.299

(4)
C8H18NS2 | ωB97M-V/def2-TZVPD

Calculated values
F_max = 0.045 hartree/bohr
Charge = +1
DFT total energy = -1166.49144 Eh
M = 192.4 g mol⁻¹
Relative energy (zero: lowest compared OMol25 entry of this formula, charge and spin) = 0.00 kJ/mol

Last column: Mulliken charge in e.
Geometry (Å):
C: 1.2159 0.7327 2.4064  -1.256
C: -0.1616 0.6737 1.7678  -0.482
N: -0.1958 -0.3613 0.6468  0.087
C: -1.2282 -1.4604 0.9145  -0.303
C: -0.7449 -2.8407 0.4842  -1.220
H: 1.1789 1.4400 3.2436  0.412
H: 1.5057 -0.2570 2.7920  0.347
H: 1.9786 1.0717 1.6904  0.310
H: -0.9262 0.3773 2.4950  0.448
H: -0.4706 1.6374 1.3540  0.417
H: 0.7481 -0.7521 0.5053  0.460
H: -1.4630 -1.4299 1.9860  0.381
H: -2.1318 -1.1406 0.3714  0.362
H: -1.6054 -3.5243 0.5210  0.388
H: -0.3283 -2.8562 -0.5356  0.342
H: 0.0096 -3.2122 1.1940  0.345
C: -1.4244 2.3577 -2.9290  -0.520
C: -2.3770 1.3292 -2.3253  -0.633
S: -2.0859 1.0843 -0.5778  -0.072
C: -0.4973 0.2018 -0.6678  -0.810
S: 0.5775 1.5752 -1.1006  -0.071
C: 0.0242 1.9163 -2.7911  -0.617
H: -1.6621 2.4840 -3.9887  0.343
H: -1.5641 3.3243 -2.4348  0.287
H: -3.4071 1.7089 -2.3231  0.398
H: -2.3410 0.3639 -2.8425  0.348
H: -0.4847 -0.6011 -1.4097  0.559
H: 0.2414 1.0225 -3.3873  0.342
H: 0.6957 2.7344 -3.0809  0.408

- Number 3 is which compound?
  C16H34Br10NO4S2